Record 1
27
Properties=species:S:1:pos:R:3:lowdin_charge:R:1 method="wB97M-V/def2-TZVPD" homo_lumo_gap_ev=8.97 de_lowest_kcal_mol=102.7 multiplicity=1 e_tot_ha=-591.0531 largest_force_ev_per_a=3.33
C 0.4611 -2.3335 -2.1022 -0.04
C -0.8621 -2.6268 -1.8459 -0.05
C 1.0644 -1.3277 -1.3415 -0.01
C -1.4415 -1.8424 -0.8723 -0.16
C 0.2978 -0.5700 -0.4957 -0.25
C -1.7087 2.2490 0.0411 -0.08
C -0.5750 2.2135 -0.7725 -0.08
C -1.6514 1.7531 1.4431 -0.18
C 0.6683 1.7805 -0.1618 -0.10
C -0.8007 0.9605 2.0634 0.00
C 0.9440 0.5599 0.1993 -0.35
N -0.9563 -0.8509 -0.2091 0.16
N 2.3175 -0.9083 1.4623 0.02
N 2.1959 0.2312 0.7052 -0.06
H 1.0560 -2.9548 -2.7160 0.10
H -1.5159 -3.2585 -2.4609 0.12
H 1.9740 -0.9511 -1.5599 0.09
H -2.4115 -2.1252 -0.5899 0.10
H -2.6703 2.6542 -0.2471 0.09
H -0.5446 2.7271 -1.7381 0.10
H -2.3317 2.4098 2.0202 0.10
H 1.3557 2.6111 0.0462 0.14
H -0.9369 1.0811 3.1327 0.06
H -0.1135 0.1975 1.7392 0.03
H 1.5860 -1.0557 2.1785 0.09
H 2.1888 -1.6596 0.8347 0.05
H 2.4103 1.0360 1.2469 0.12

---

Record 2
28
Properties=species:S:1:pos:R:3:lowdin_charge:R:1 method="wB97M-V/def2-TZVPD" homo_lumo_gap_ev="4.82 / 6.15" de_lowest_kcal_mol=154.2 multiplicity=1 e_tot_ha=-880.3805 largest_force_ev_per_a=7.20
C 1.3857 -2.3202 3.7325 0.14
C 1.0073 -1.7342 2.7559 -0.10
C 0.5787 -1.0546 1.5709 -0.39
C 0.9554 -1.5165 0.3826 0.11
C -1.2699 1.3054 0.0655 -0.12
C -2.0672 2.9957 1.9742 -0.05
C -1.3583 1.8657 2.3066 0.00
C -2.3315 3.2557 0.6391 -0.10
C 1.3595 0.6922 -1.8056 -0.19
C -0.9276 -1.3510 -2.1257 -0.19
C 2.0574 -2.3033 -2.2629 -0.20
N -0.1795 0.0443 1.9046 0.14
N -1.9250 2.3424 -0.2410 0.04
N -0.8657 0.9877 1.3654 -0.09
Si 0.8333 -1.1112 -1.4181 0.51
H 1.7085 -2.8413 4.5851 0.02
H -2.4081 3.6428 2.7650 0.10
H -1.1324 1.6047 3.3287 0.13
H -2.8523 4.1268 0.2777 0.11
H 2.3482 0.7425 -2.2505 0.02
H 0.6528 1.1360 -2.5004 0.03
H 1.3645 1.3109 -0.9156 0.00
H -1.4577 -2.1737 -1.6563 0.02
H -1.5163 -0.4506 -1.9712 -0.01
H -0.8838 -1.5585 -3.1919 0.02
H 3.0417 -2.2436 -1.8094 0.02
H 1.7223 -3.3322 -2.1907 0.02
H 2.1598 -2.0620 -3.3146 0.02

---

Record 3
37
Properties=species:S:1:pos:R:3:lowdin_charge:R:1 method="wB97M-V/def2-TZVPD" homo_lumo_gap_ev=5.89 de_lowest_kcal_mol=21.5 multiplicity=1 e_tot_ha=-1568.6071 total_charge=-1 largest_force_ev_per_a=4.19
C -4.0623 -2.5196 0.8061 -0.09
C -2.9222 -2.2361 -0.1401 -0.26
O -1.6818 -2.7552 0.4216 -0.24
P -0.3175 -1.8922 0.4249 0.49
C 0.6799 -2.5867 -0.9148 -0.27
C -0.1119 -3.0091 -2.0321 -0.34
N -0.6994 -3.4042 -2.9655 0.11
O -0.4907 -0.4276 0.4329 -0.28
O 0.4356 -2.5020 1.7063 -0.23
C -0.2628 -2.4505 2.9879 -0.27
C 0.7455 -2.6016 4.0996 -0.09
H -4.9925 -2.2433 0.3071 0.07
H -4.1178 -3.5747 1.0900 0.07
H -3.9750 -1.9094 1.7115 0.07
H -3.0695 -2.7202 -1.1128 0.11
H -2.8109 -1.1519 -0.2865 0.11
H 1.2289 -3.4235 -0.4570 0.10
H -0.7717 -1.4755 3.0596 0.12
H -1.0093 -3.2581 3.0048 0.11
H 0.2257 -2.4951 5.0531 0.07
H 1.2182 -3.5869 4.0649 0.08
H 1.5178 -1.8291 4.0345 0.08
O 0.3677 -0.2964 -3.1195 0.06
N 1.1984 -0.6733 -3.9746 -0.32
C 2.3148 -1.4739 -3.5483 -0.13
C 2.5135 -1.7723 -2.2079 0.04
C 3.7953 -2.1275 -1.9480 -0.10
N 4.4661 -2.2971 -0.7328 -0.18
O 4.0597 -2.2527 0.4142 0.07
O 5.8134 -2.5507 -1.0144 0.00
N 6.0281 -2.5879 -2.4162 0.12
C 4.8162 -2.3057 -2.9643 -0.31
N 4.5445 -2.1877 -4.2685 0.11
C 3.3000 -1.8043 -4.5417 -0.03
O 1.1101 -0.3657 -5.1858 0.01
H 1.6686 -1.7992 -1.3721 0.00
H 3.0334 -1.7174 -5.5974 0.12

---

Record 4
25
Properties=species:S:1:pos:R:3:lowdin_charge:R:1 method="wB97M-V/def2-TZVPD" homo_lumo_gap_ev=9.31 de_lowest_kcal_mol=120.1 multiplicity=1 e_tot_ha=-768.0334 largest_force_ev_per_a=5.39
C 0.9172 -2.6687 -1.8308 -0.05
C -0.2228 -1.3650 2.5102 -0.05
C 0.8329 2.2105 0.0324 -0.06
C 1.0221 -1.5657 -1.1523 -0.41
C 0.6098 -1.3556 1.4844 -0.37
C 0.4098 0.9104 -0.0779 -0.40
C 0.3990 -1.4823 -2.4942 -0.19
C 0.7217 -2.5542 2.4716 -0.12
C -0.3817 3.0662 -0.1111 -0.23
C -1.0708 0.7855 -0.4054 -0.17
C -1.5271 2.1586 0.1543 -0.20
P 1.5051 -0.5249 0.1661 1.03
H 1.4748 -3.5114 -2.1618 0.09
H -1.2453 -1.1028 2.7525 0.09
H 1.7619 2.5226 0.2618 0.06
H 1.0027 -0.8505 -3.0976 0.07
H -0.7427 -1.4955 -2.6862 0.11
H 1.4323 -2.5381 3.3303 0.09
H 0.4738 -3.4392 2.0721 0.03
H -0.3416 4.0753 0.3856 0.13
H -0.3836 3.4638 -1.1126 0.11
H -1.0627 0.9221 -1.5247 0.13
H -1.6167 0.0132 0.0628 0.09
H -1.5595 1.8441 1.2751 0.15
H -2.4084 2.4818 -0.3046 0.09

---

Record 5
35
Properties=species:S:1:pos:R:3:lowdin_charge:R:1 method="wB97M-V/def2-TZVPD" homo_lumo_gap_ev="6.97 / 7.90" s_squared=3.772 de_lowest_kcal_mol=0.0 multiplicity=4 e_tot_ha=-2616.6455 largest_force_ev_per_a=9.22
H -0.5393 2.0658 1.2576 0.12
N -0.2184 1.1193 -0.6217 -0.05
B 0.5881 0.5377 -2.9913 -0.45
N 0.3403 1.5365 -1.8162 -0.01
C 0.6746 2.8350 -1.7079 -0.07
Co -1.1366 -0.4799 -0.3168 0.42
H 1.0898 3.3522 -2.5539 0.12
C 0.3800 3.2652 -0.4155 -0.06
H 0.5350 4.2423 -0.0019 0.09
C -0.1693 2.1704 0.2484 -0.07
H 0.7987 1.1290 -4.0027 0.12
C -2.8850 -0.0904 0.3949 -0.22
H -3.3103 0.7504 -0.1705 0.00
H -2.8366 0.1944 1.4565 -0.01
H -3.5033 -0.9941 0.2766 -0.02
N -0.7337 -0.2655 -3.0873 0.02
N 1.7758 -0.3827 -2.5674 0.05
N -1.3672 -0.8032 -1.9384 -0.13
N 1.6154 -1.0558 -1.3982 0.10
C -1.5033 -0.5028 -4.1629 -0.06
C 3.0314 -0.6327 -3.0043 -0.01
H -1.2516 -0.0953 -5.1203 0.12
H 3.3909 -0.1532 -3.9012 0.13
C -2.5938 -1.2858 -3.7818 -0.04
C 3.6606 -1.4887 -2.0916 -0.02
C -2.4836 -1.4572 -2.4046 -0.08
C 2.7338 -1.7112 -1.0678 -0.02
H -3.3698 -1.6797 -4.4005 0.09
H 4.6564 -1.8817 -2.1600 0.10
H -3.1480 -1.9324 -1.6995 0.11
H 2.7941 -2.2771 -0.1474 0.14
H 0.7436 -0.9906 -0.8645 0.07
S 1.6213 -1.0152 3.2857 0.55
C 0.6747 -1.0247 2.0217 -0.96
N -0.0548 -0.9980 1.0599 -0.07

---

Record 6
35
Properties=species:S:1:pos:R:3:lowdin_charge:R:1 method="wB97M-V/def2-TZVPD" homo_lumo_gap_ev="6.96 / 8.05" s_squared=3.767 de_lowest_kcal_mol=11.6 multiplicity=4 e_tot_ha=-2616.6270 largest_force_ev_per_a=7.20
H -0.7241 1.9607 2.4601 0.11
N -0.1582 0.9832 0.6653 -0.04
B 0.6731 0.4269 -1.6777 -0.46
N 0.4509 1.4079 -0.4954 -0.01
C 0.7136 2.7184 -0.4055 -0.06
Co -0.9254 -0.7201 0.9933 0.43
H 1.1852 3.2002 -1.2446 0.12
C 0.2534 3.1721 0.8253 -0.05
H 0.3152 4.1697 1.2084 0.09
C -0.2971 2.0651 1.4729 -0.08
H 0.9727 0.9920 -2.6892 0.12
C -2.5890 -0.7062 1.9309 -0.21
H -3.1733 0.2198 1.8446 0.00
H -2.3063 -0.8784 2.9857 0.00
H -3.2013 -1.5553 1.6005 -0.02
N -0.7093 -0.2853 -1.7890 0.02
N 1.7945 -0.5386 -1.2204 0.04
N -1.3846 -0.8266 -0.6675 -0.10
N 1.5611 -1.0983 -0.0126 0.08
C -1.5801 -0.1597 -2.8030 -0.06
C 3.0839 -0.7782 -1.5336 -0.02
H -1.2211 0.2909 -3.7166 0.12
H 3.4934 -0.3979 -2.4620 0.14
C -2.8088 -0.6822 -2.4123 -0.04
C 3.6389 -1.5561 -0.5194 -0.02
C -2.6427 -1.1371 -1.1007 -0.08
C 2.6344 -1.7494 0.4382 -0.01
H -3.7107 -0.7185 -2.9959 0.09
H 4.6523 -1.9036 -0.4530 0.10
H -3.3364 -1.5910 -0.4148 0.10
H 2.6024 -2.2823 1.3768 0.13
H 0.6155 -1.0017 0.3784 0.03
S 1.2986 0.4253 4.5616 0.56
C 0.6581 -0.4276 3.3982 -0.97
N 0.1712 -1.0382 2.4729 -0.06